This record from OMol25 describes C18H24I3N3O8 as an isolated structure. The level of theory is wB97M-V/def2-TZVPD.

Geometry as XYZ:
```
56
Properties=species:S:1:pos:R:3
C 0.501 -1.138 4.173
C 1.502 -2.141 3.381
O 2.352 -2.921 3.948
N 1.503 -1.901 1.953
C 0.611 -1.034 1.078
C -0.712 -1.208 0.887
C -1.571 -0.292 0.170
C -0.763 0.775 -0.396
C 0.502 1.200 0.011
C 1.137 0.271 0.872
I 3.220 1.061 1.690
C 1.186 2.534 -0.483
O 1.739 2.363 -1.498
N 0.706 3.561 0.325
H -0.007 3.442 0.847
C 1.077 4.983 0.005
H 0.575 5.535 0.648
H 2.169 4.923 0.075
C 0.950 5.239 -1.454
O 1.828 5.071 -2.293
H 2.082 4.065 -2.383
C 0.708 7.046 -1.429
O 0.499 7.332 -2.767
H 1.012 6.950 -3.296
H 1.901 7.267 -1.308
H -0.113 7.136 -0.906
H -0.288 4.855 -1.885
I -1.822 2.023 -1.500
C -2.906 -0.628 -0.136
O -3.794 -0.262 0.517
N -2.859 -1.601 -1.187
H -2.142 -1.916 -1.868
C -4.253 -1.954 -1.687
H -5.117 -1.313 -1.324
H -4.550 -2.967 -1.551
C -4.128 -1.706 -3.107
O -3.211 -2.562 -4.017
H -3.654 -3.324 -3.606
H -5.252 -1.887 -3.621
H -3.958 -0.511 -3.369
I -1.629 -3.097 1.673
C 2.523 -2.258 1.372
H 2.824 -1.705 0.357
H 3.283 -2.616 1.800
C 2.253 -3.721 0.490
O 0.962 -3.758 -0.234
H 0.585 -4.560 -0.478
C 1.752 -5.039 1.594
O 1.621 -6.094 0.826
H 1.345 -6.614 1.500
H 2.889 -5.135 2.141
H 1.185 -4.632 2.277
H 3.090 -4.333 -0.070
H 0.539 -0.118 3.862
H 0.621 -1.305 5.252
H -0.504 -1.378 4.123
```

Relative energy (zero: lowest compared OMol25 entry of this formula, charge and spin): 1605.8 kJ/mol
Maximum force: 16.0 eV/A
Gap between HOMO and LUMO: 7.27 eV
2S+1: 1
LUMO level: -1.270 eV
E_HOMO: -8.539 eV
E_tot: -2359.00690 hartree
Molecular weight: 791.11 g/mol

=====

This record from OMol25 describes one molecule with the formula C18H24N2O4. The level of theory is wB97M-V/def2-TZVPD.

Geometry as XYZ:
```
48
Properties=species:S:1:pos:R:3
C 4.211 -1.508 0.052
C 3.396 -2.798 -0.132
C 2.137 -2.822 0.703
C 1.153 -1.653 0.425
C 0.820 -1.583 -1.094
C -0.531 -1.038 -1.488
C -1.461 -0.615 -0.544
O -2.759 -0.338 -0.902
C -3.007 -0.077 -2.280
C -2.024 -0.732 -3.245
N -0.837 -1.206 -2.833
C -1.061 -0.572 0.957
N -0.472 0.749 1.085
C -0.087 1.367 2.269
O -0.268 0.951 3.417
C 0.510 2.782 2.181
C 1.557 2.824 1.113
O 2.627 2.318 1.267
O 1.186 3.396 -0.033
C -2.291 -0.555 1.833
C -2.424 -1.309 2.966
C -1.407 -2.275 3.457
C -0.025 -2.135 2.749
C -0.169 -1.820 1.227
H 3.628 -0.638 -0.199
H 4.609 -1.435 1.067
H 5.091 -1.449 -0.610
H 3.181 -2.914 -1.214
H 4.004 -3.688 0.109
H 1.582 -3.787 0.611
H 2.441 -2.812 1.763
H 1.643 -0.722 0.739
H 0.863 -2.601 -1.500
H 1.557 -0.971 -1.595
H -4.025 -0.406 -2.572
H -2.976 1.009 -2.415
H -2.219 -0.761 -4.307
H -0.281 1.255 0.221
H -0.295 3.513 2.041
H 1.009 2.990 3.125
H 1.970 3.442 -0.589
H -3.098 0.110 1.548
H -3.312 -1.139 3.532
H -1.788 -3.286 3.210
H -1.278 -2.182 4.549
H 0.583 -1.403 3.258
H 0.579 -3.038 2.892
H -0.703 -2.687 0.800
```

Relative energy (zero: lowest compared OMol25 entry of this formula, charge and spin): 293.5 kJ/mol
Maximum force: 4.5 eV/A
Gap between HOMO and LUMO: 8.46 eV
2S+1: 1
LUMO level: 0.414 eV
E_HOMO: -8.044 eV
SMILES string: CCC[C@H]1CC2=C(OCC=N2)[C@@]2(NC(=O)CC(=O)O)C=CCC[C@H]12
E_tot: -1110.73704 hartree
Molecular weight: 332.40 g/mol